1.
{
  "formula": "C3H30NO10S",
  "method": "ωB97M-V/def2-TZVPD",
  "energy_ha": -1337.3783,
  "orbital_gap_ev": 9.02,
  "relative_energy_kj_mol": 135.16,
  "total_charge": 1,
  "species": ["C", "C", "C", "S", "N", "H", "H", "H", "H", "H", "H", "H", "H", "H", "H", "H", "H", "O", "H", "H", "O", "H", "H", "O", "H", "H", "O", "H", "H", "O", "H", "H", "O", "H", "H", "O", "H", "H", "O", "H", "H", "O", "H", "H", "O"],
  "positions_angstrom": [[-0.14, 2.38, -0.26], [-1.59, 1.81, -0.34], [-2.44, 2.81, -1.14], [-4.17, 2.43, -1.39], [0.92, 1.33, -0.32], [0.09, 2.96, -1.16], [-0.12, 3.15, 0.59], [-1.88, 1.55, 0.69], [-1.65, 0.81, -0.87], [-1.94, 3.02, -2.23], [-2.39, 3.69, -0.54], [-4.78, 3.11, -0.40], [0.89, 0.85, -1.25], [1.77, 1.74, -0.10], [0.68, 0.66, 0.49], [4.15, -0.94, -0.41], [2.84, -1.51, -0.64], [3.28, -0.56, -0.60], [-0.29, -2.86, 3.15], [-0.55, -1.70, 4.30], [-0.60, -1.89, 3.32], [2.45, -0.69, -3.95], [2.85, -0.38, -2.42], [2.08, -0.61, -3.08], [1.09, -4.24, 1.53], [-0.25, -4.64, 1.28], [0.35, -4.53, 2.01], [-3.09, -0.35, 2.41], [-1.84, -1.17, 2.38], [-2.36, -0.38, 1.93], [0.56, -1.98, -0.66], [1.01, -2.08, 0.88], [1.35, -2.33, 0.00], [3.87, 3.11, 0.86], [3.91, 2.19, 2.09], [3.35, 2.74, 1.51], [-0.86, 0.69, 2.32], [0.20, -0.40, 2.98], [0.12, 0.48, 2.42], [-0.79, -1.18, -2.07], [0.71, -0.92, -2.29], [-0.07, -0.75, -1.60], [-2.42, -2.23, -2.54], [-2.45, -1.33, -3.72], [-1.85, -1.86, -3.17]]
}

=====

2.
{
  "formula": "C3H33N2O15",
  "method": "ωB97M-V/def2-TZVPD",
  "energy_ha": -1372.2535,
  "orbital_gap_ev": 7.86,
  "relative_energy_kj_mol": 241.49,
  "total_charge": -1,
  "species": ["O", "C", "N", "C", "N", "C", "O", "H", "H", "H", "H", "H", "H", "H", "H", "H", "O", "H", "H", "O", "H", "H", "O", "H", "H", "O", "H", "H", "O", "H", "H", "O", "H", "H", "O", "H", "H", "O", "H", "H", "O", "H", "H", "O", "H", "H", "O", "H", "H", "O", "H", "H", "O"],
  "positions_angstrom": [[-1.38, 2.22, 1.84], [-0.59, 2.40, 0.92], [0.63, 2.95, 1.17], [-1.19, 1.88, -0.37], [-0.15, 0.96, -1.02], [-0.21, -0.37, -0.41], [0.93, -0.72, 0.04], [1.46, 3.01, 0.59], [0.68, 3.22, 2.10], [-1.39, 2.83, -0.99], [-2.16, 1.31, -0.18], [0.82, 1.40, -0.93], [-0.45, -0.99, -1.38], [-1.01, -0.54, 0.33], [-2.51, 0.99, 1.65], [-3.30, -0.14, 2.27], [-3.19, 0.30, 1.48], [0.66, -1.27, 1.66], [1.41, -1.24, 2.98], [0.58, -1.48, 2.58], [-2.70, -1.06, 0.30], [-2.57, -2.38, -0.49], [-2.80, -1.46, -0.59], [0.88, 1.38, 3.57], [-0.61, 1.81, 3.75], [0.24, 2.05, 3.65], [2.53, 1.37, 3.64], [2.47, 0.70, 2.31], [2.31, 0.53, 3.29], [0.43, -2.75, 0.47], [0.02, -3.58, -0.77], [-0.03, -3.49, 0.17], [-1.69, -1.31, 4.19], [-0.77, -0.86, 3.11], [-1.65, -0.58, 3.55], [0.53, 0.10, -4.57], [-0.45, 1.08, -3.93], [-0.44, 0.37, -4.62], [-0.68, -2.86, -2.78], [0.85, -2.42, -2.65], [0.23, -3.15, -2.58], [2.48, -1.09, -3.08], [1.62, -0.75, -1.79], [1.70, -0.65, -2.76], [2.48, 2.37, -1.48], [2.08, 1.28, -2.48], [2.79, 1.91, -2.30], [1.71, 0.27, 0.25], [3.29, 1.01, 0.20], [2.33, 1.20, 0.41], [-1.69, -1.50, -4.00], [-2.43, -1.91, -2.79], [-2.07, -2.33, -3.53]]
}

=====

3.
{
  "formula": "C3H33NO15",
  "method": "ωB97M-V/def2-TZVPD",
  "multiplicity": 2,
  "energy_ha": -1317.1170,
  "orbital_gap_ev": [10.24, 5.76],
  "total_charge": 1,
  "species": ["O", "C", "C", "C", "O", "N", "H", "H", "H", "H", "H", "H", "H", "H", "H", "O", "H", "H", "O", "H", "H", "O", "H", "H", "O", "H", "H", "O", "H", "H", "O", "H", "H", "O", "H", "H", "O", "H", "H", "O", "H", "H", "O", "H", "H", "O", "H", "H", "O", "H", "H", "O"],
  "positions_angstrom": [[0.76, 0.18, 0.85], [-0.43, 0.14, 0.88], [-1.20, 0.07, 2.20], [-0.23, 0.43, 3.41], [0.66, -0.58, 3.72], [-1.71, -1.25, 2.30], [-1.03, 0.09, -0.03], [-2.00, 0.81, 2.20], [0.34, 1.34, 3.15], [-0.79, 0.64, 4.32], [1.24, -0.77, 2.96], [-2.33, -1.40, 3.10], [-0.96, -1.96, 2.33], [0.73, -1.83, -3.98], [0.86, -0.81, -2.82], [0.22, -1.38, -3.29], [-3.40, 1.51, -2.09], [-4.64, 1.44, -1.18], [-4.09, 2.07, -1.66], [0.92, 2.36, -1.67], [-0.53, 2.91, -1.31], [0.00, 2.42, -1.97], [-1.43, -2.45, -0.92], [-0.20, -2.24, -1.80], [-0.50, -2.74, -1.01], [3.62, 1.66, 1.96], [3.38, 0.34, 1.20], [3.73, 1.26, 1.10], [3.07, 2.11, -0.25], [3.48, 2.81, -1.55], [2.69, 2.49, -1.09], [-1.13, 1.14, -2.33], [-1.58, -0.04, -3.17], [-1.91, 0.53, -2.46], [-2.59, -0.65, -1.38], [-2.97, -1.03, 0.07], [-2.95, -1.39, -0.83], [1.55, -0.12, -0.76], [2.36, 0.75, -1.76], [1.97, -0.15, -1.64], [0.13, -2.89, 1.98], [-0.11, -2.24, 0.60], [0.06, -2.02, 1.56], [-3.12, 2.90, -0.55], [-2.69, 4.25, 0.06], [-2.46, 3.32, 0.06], [2.04, -3.17, -0.80], [2.71, -1.83, -1.19], [2.86, -2.67, -0.72], [3.03, -1.86, 0.92], [1.80, -1.28, 1.66], [2.77, -1.22, 1.61]]
}

=====

4.
{
  "formula": "C3H35NO13S2",
  "method": "ωB97M-V/def2-TZVPD",
  "energy_ha": -1964.5170,
  "orbital_gap_ev": 8.79,
  "relative_energy_kj_mol": 175.45,
  "total_charge": 0,
  "species": ["N", "C", "C", "C", "S", "S", "H", "H", "H", "H", "H", "H", "H", "H", "H", "H", "H", "O", "H", "H", "O", "H", "H", "O", "H", "H", "O", "H", "H", "O", "H", "H", "O", "H", "H", "O", "H", "H", "O", "H", "H", "O", "H", "H", "O", "H", "H", "O", "H", "H", "O", "H", "H", "O"],
  "positions_angstrom": [[1.53, 0.20, -2.19], [1.65, -0.45, -0.89], [0.35, -0.45, -0.10], [2.65, 0.46, -0.07], [4.38, -0.05, -0.71], [5.71, 1.10, 0.16], [2.39, 0.04, -2.77], [0.65, 0.28, -2.67], [2.08, -1.50, -1.02], [-0.60, -0.88, -0.45], [0.59, -0.90, 0.85], [0.04, 0.57, 0.01], [2.67, 1.52, -0.26], [2.62, 0.21, 0.97], [5.64, 0.84, 1.50], [-1.57, 1.76, -3.56], [-0.20, 2.40, -3.93], [-0.85, 1.77, -4.24], [-2.98, 0.31, 1.04], [-3.57, 1.61, 0.52], [-3.12, 0.80, 0.20], [-0.83, -0.28, -4.30], [-0.07, -1.03, -5.42], [-0.56, -1.14, -4.60], [0.73, 1.78, 2.33], [0.15, 2.04, 3.57], [0.94, 1.57, 3.29], [0.38, -4.60, 0.26], [0.62, -3.22, -0.32], [0.94, -3.82, 0.35], [-1.20, 2.50, 1.35], [-0.13, 2.70, 0.30], [-0.28, 2.63, 1.23], [-2.13, -2.78, 1.51], [-1.22, -3.89, 2.02], [-1.69, -3.59, 1.21], [-1.07, 2.99, -1.26], [-2.04, 1.97, -0.82], [-1.83, 2.94, -0.67], [-1.99, -0.69, -2.49], [-2.95, 0.33, -1.77], [-2.36, 0.19, -2.51], [0.70, -2.48, 1.97], [1.34, -2.37, 3.31], [0.50, -2.58, 2.92], [1.66, 3.36, -2.35], [1.03, 2.06, -1.69], [1.00, 3.04, -1.67], [-2.44, -1.44, 3.68], [-3.42, -2.46, 2.90], [-3.04, -1.59, 2.91], [0.14, 0.11, 4.01], [-0.33, -1.39, 4.13], [-0.64, -0.46, 4.21]]
}